C41H54FN13O3SSeTi | ωB97M-V/def2-TZVPD

As for the expectation value of S²: 0.77. The lowest unoccupied orbital energy (alpha / beta) comes out at -2.9 / -2.9 eV. Its charge is +1. The spin multiplicity is 2. Its HOMO energy (alpha / beta) is -8.6 / -9.3 eV. Its largest force on an atom is 4.901 eV Å⁻¹.

The geometry in XYZ format:
```
115
Properties=species:S:1:pos:R:3:forces:R:3:lowdin_charge:R:1
Ti -0.627 0.671 0.569 -1.8 3.5 0.7 0.867
C -2.318 6.161 -2.794 0.1 0.0 0.1 -0.100
C -1.064 5.603 -2.133 -0.4 0.3 -0.1 -0.266
N -0.961 4.159 -2.197 0.3 -0.7 0.1 0.006
C -1.601 3.320 -1.366 -0.8 0.8 0.2 -0.861
S -2.913 3.772 -0.440 -0.3 0.2 -0.2 0.706
N -0.980 2.119 -1.151 1.5 -0.1 -0.1 -0.049
N -1.520 0.961 -1.044 -2.9 -0.6 -2.7 -0.199
C -2.531 0.323 -1.563 0.2 0.9 -0.5 -0.259
C -3.429 0.887 -2.621 0.2 -0.1 0.3 -0.010
C -2.579 -0.997 -0.989 0.1 -0.9 0.3 -0.192
C -3.487 -2.012 -1.334 0.2 0.5 0.0 -0.004
C -3.358 -3.262 -0.768 0.4 -0.1 0.3 -0.055
C -2.312 -3.498 0.124 -0.2 0.1 -0.2 -0.049
C -1.484 -2.440 0.457 0.0 -0.3 0.1 -0.100
N -1.615 -1.218 -0.045 -0.6 -0.3 -0.5 0.062
H -2.260 7.244 -2.779 -0.1 0.2 -0.1 0.073
H -3.200 5.850 -2.244 -0.1 0.0 0.0 0.029
H -2.406 5.833 -3.825 0.0 -0.1 -0.2 0.074
H -1.069 5.911 -1.079 0.1 -0.1 -0.1 0.099
H -0.174 6.016 -2.608 0.0 -0.1 0.0 0.120
H -0.236 3.746 -2.772 0.0 0.0 0.2 0.121
H -2.897 1.674 -3.158 0.0 0.0 0.0 0.081
H -4.318 1.336 -2.175 -0.1 0.1 0.0 0.084
H -3.744 0.127 -3.333 0.0 -0.1 -0.1 0.073
H -4.280 -1.807 -2.037 0.0 0.1 -0.1 0.115
H -4.051 -4.051 -1.014 -0.1 -0.1 -0.1 0.115
H -2.160 -4.477 0.553 0.1 0.0 0.1 0.113
H -0.681 -2.592 1.171 -0.1 0.1 0.0 0.121
C 5.692 -1.461 2.564 -0.1 -0.2 -0.1 -0.028
C 5.061 -2.704 1.929 0.8 0.0 0.4 -0.309
C 5.949 -3.224 0.802 -0.2 -0.2 0.1 -0.136
C 5.209 -4.266 -0.030 0.1 0.1 0.0 -0.114
C 4.029 -3.588 -0.657 0.1 -0.2 -0.4 -0.135
C 3.562 -3.899 -1.924 0.0 0.2 0.3 0.071
C 2.471 -3.216 -2.443 -0.3 0.3 0.1 -0.237
F 2.005 -3.572 -3.662 0.1 0.1 0.3 0.069
C 1.841 -2.210 -1.750 0.1 -0.2 -0.1 0.063
C 2.299 -1.888 -0.467 0.3 -0.2 -0.1 -0.035
C 1.584 -0.948 0.361 0.2 0.2 0.2 -0.225
O 0.855 -0.015 -0.128 4.1 -2.6 -0.9 -0.098
C 1.681 -1.218 1.770 -0.6 0.1 -0.4 -0.036
C 2.783 -1.880 2.236 0.2 0.0 -0.4 0.059
N 3.738 -2.361 1.407 -0.8 0.0 0.4 0.025
C 3.382 -2.599 0.088 -0.4 0.4 -0.5 -0.076
C 0.537 -0.886 2.690 0.6 -0.6 0.9 -0.592
O 0.553 -1.263 3.850 0.1 0.1 -0.2 0.090
O -0.441 -0.223 2.165 0.3 -1.4 1.9 -0.153
H 6.702 -1.688 2.896 0.0 0.0 0.1 0.090
H 5.117 -1.106 3.416 0.0 0.0 0.1 0.079
H 5.747 -0.662 1.828 0.0 0.1 -0.1 0.093
H 4.930 -3.478 2.697 0.0 0.0 -0.2 0.160
H 6.861 -3.639 1.224 0.0 0.0 0.1 0.129
H 6.228 -2.390 0.154 0.1 0.0 0.0 0.133
H 4.878 -5.089 0.611 0.0 0.0 0.0 0.135
H 5.861 -4.678 -0.799 0.0 -0.1 0.0 0.125
H 4.018 -4.685 -2.503 0.1 -0.1 -0.1 0.134
H 0.986 -1.682 -2.140 -0.1 0.1 -0.2 0.073
H 2.913 -2.034 3.297 0.1 0.1 0.1 0.158
N -2.557 1.093 1.365 -0.9 -0.2 0.7 0.151
C -3.304 0.408 1.933 0.5 1.0 -0.5 -0.182
N -4.111 -0.316 2.622 -0.3 -0.4 0.3 -0.055
C -5.443 -0.666 2.134 -0.7 0.1 -0.3 -0.120
C -5.993 -1.843 2.930 0.2 -0.1 -0.2 -0.173
C -4.975 -2.981 2.954 -0.1 0.0 0.1 -0.172
C -3.631 -2.524 3.555 0.0 0.1 0.0 -0.144
C -3.606 -1.015 3.797 0.3 -0.4 0.5 -0.115
H -5.373 -0.932 1.072 0.0 0.0 0.1 0.124
H -6.102 0.204 2.226 0.1 -0.1 -0.1 0.132
H -6.918 -2.174 2.456 0.0 0.1 0.0 0.121
H -6.242 -1.532 3.944 -0.1 0.0 0.0 0.117
H -4.822 -3.329 1.930 0.0 0.0 0.0 0.096
H -5.380 -3.819 3.522 0.0 0.0 -0.1 0.112
H -2.819 -2.787 2.875 0.1 0.0 0.1 0.090
H -3.441 -3.019 4.507 0.1 0.0 0.0 0.118
H -2.582 -0.686 3.992 -0.1 0.1 0.0 0.128
H -4.230 -0.747 4.655 0.1 0.0 -0.1 0.131
C -1.227 -1.624 -4.793 -0.5 0.1 0.2 -0.037
N 0.140 -1.506 -5.213 0.6 0.1 -0.1 -0.128
C 0.779 -2.299 -6.127 0.5 -0.3 -0.4 -0.052
C 2.070 -1.897 -6.180 -0.3 -0.5 -0.4 -0.053
N 2.214 -0.861 -5.298 -0.6 -0.3 0.0 -0.130
C 3.434 -0.176 -4.987 0.4 0.4 0.2 -0.041
C 1.026 -0.618 -4.711 -0.2 0.6 0.3 -0.751
Se 0.654 0.701 -3.502 -0.1 0.3 0.3 0.709
H -1.789 -2.190 -5.533 0.1 0.0 0.0 0.098
H -1.653 -0.626 -4.684 0.0 -0.1 0.0 0.061
H -1.289 -2.135 -3.827 0.0 0.1 0.0 0.092
H 0.276 -3.080 -6.661 -0.1 -0.1 -0.1 0.125
H 2.886 -2.270 -6.763 0.1 -0.1 -0.1 0.124
H 4.191 -0.441 -5.719 0.0 0.0 -0.1 0.096
H 3.778 -0.458 -3.990 0.0 0.1 0.0 0.091
H 3.259 0.899 -5.002 0.0 0.0 0.0 0.076
C -0.717 3.088 2.435 -0.5 0.2 0.4 -0.183
N 0.321 2.445 1.579 0.1 0.0 0.3 -0.131
C 1.404 1.972 2.487 0.3 -0.2 0.3 -0.164
N 1.965 3.023 3.301 0.3 -0.1 0.2 -0.080
C 0.885 3.593 4.104 0.0 0.0 0.1 -0.154
N -0.161 4.145 3.253 -0.2 0.1 0.3 -0.080
C 0.435 5.159 2.394 -0.1 0.2 0.0 -0.156
N 1.489 4.591 1.560 0.2 0.2 -0.2 -0.080
C 0.923 3.529 0.754 0.1 0.2 -0.5 -0.152
C 2.520 4.051 2.435 0.1 0.0 0.0 -0.165
H -1.150 2.326 3.099 0.1 0.1 -0.2 0.125
H -1.508 3.505 1.795 0.3 -0.3 0.1 0.069
H 2.200 1.525 1.877 -0.2 0.0 0.1 0.139
H 1.002 1.233 3.184 0.0 0.2 -0.2 0.117
H 1.283 4.384 4.743 0.0 0.0 0.0 0.131
H 0.462 2.804 4.735 0.0 0.1 0.0 0.136
H 0.866 5.939 3.023 0.0 0.1 0.0 0.131
H -0.338 5.597 1.758 0.0 0.0 0.0 0.130
H 1.707 3.096 0.119 -0.2 0.0 0.1 0.143
H 0.151 3.974 0.122 0.1 -0.2 0.1 0.097
H 2.938 4.852 3.049 0.0 0.0 -0.1 0.131
H 3.323 3.612 1.835 -0.1 0.1 0.0 0.130
```
Forces are in eV/Å.

C5H14O | ωB97M-V/def2-TZVPD

The lowest unoccupied orbital energy comes out at 0.9 eV. Its charge is 0. The spin multiplicity is 1. Its SMILES is CC(C)O.CC. Its HOMO energy is -9.8 eV. The value obtained for the energy relative to the best compared isomer or geometry (same formula, charge and spin) is 48.9 kcal per mole. Its largest force on an atom is 4.836 eV Å⁻¹.

The geometry in XYZ format:
```
20
Properties=species:S:1:pos:R:3:forces:R:3:lowdin_charge:R:1
C -1.007 1.189 1.406 3.1 0.6 0.3 -0.029
C -0.241 -0.161 1.136 -0.2 -1.1 -0.1 -0.435
C -0.254 -1.307 2.176 2.6 1.6 -1.3 -0.041
O -0.776 -0.753 -0.040 -0.9 0.3 -0.7 -0.110
H -0.281 1.971 1.918 -1.5 -1.5 -1.2 0.117
H -1.869 1.144 1.995 -1.2 -0.7 1.3 0.037
H -1.396 1.578 0.470 0.6 0.1 -0.3 0.065
H 0.823 0.043 0.944 -0.2 0.4 -0.1 0.124
H -1.218 -1.476 2.448 -2.7 -0.3 1.6 0.044
H 0.123 -2.269 1.810 0.2 0.4 -0.5 0.088
H 0.462 -0.971 2.897 -0.2 -0.2 1.4 0.075
H -0.968 -1.685 0.050 0.1 -0.1 0.4 0.087
C 0.412 0.793 -2.168 -2.2 1.5 2.8 -0.212
C 1.777 0.262 -2.327 -0.4 -1.4 -4.6 -0.200
H 0.404 1.837 -1.689 -0.1 -1.1 -0.9 0.084
H -0.371 0.752 -2.993 1.6 0.0 0.6 0.094
H 0.023 0.135 -1.349 -0.2 1.0 -1.2 0.024
H 2.353 0.782 -3.070 0.3 0.7 -0.6 0.043
H 1.538 -0.694 -2.916 1.2 0.5 1.4 0.099
H 2.460 0.215 -1.532 0.2 -0.6 1.7 0.046
```
Forces are in eV/Å.

C15H14I2MgN3OS3Sb | ωB97M-V/def2-TZVPD

As for the expectation value of S²: 0.76. The lowest unoccupied orbital energy (alpha / beta) comes out at 1.8 / 1.8 eV. Its charge is -1. The spin multiplicity is 2. Its HOMO energy (alpha / beta) is -5.0 / -5.3 eV. The value obtained for the energy relative to the best compared isomer or geometry (same formula, charge and spin) is 0.0 kcal per mole. Its largest force on an atom is 0.380 eV Å⁻¹.

The geometry in XYZ format:
```
40
Properties=species:S:1:pos:R:3:forces:R:3:lowdin_charge:R:1
Mg 1.143 -0.586 1.028 0.2 -0.2 0.0 -0.068
C 0.094 -0.571 -3.271 0.0 0.0 0.0 -0.015
C 0.767 -0.792 -1.958 0.1 0.0 0.0 -0.249
N 0.160 -0.656 -0.846 -0.1 0.0 0.0 -0.011
N -1.175 -0.339 -0.856 0.0 0.0 0.0 0.104
C -1.501 0.218 0.275 -0.2 -0.1 0.0 -0.481
O -0.660 0.449 1.255 0.2 0.2 -0.2 -0.369
C -2.904 0.655 0.467 0.0 0.0 0.0 -0.142
C -3.322 1.075 1.725 0.1 0.0 0.0 -0.023
C -4.631 1.493 1.914 0.0 0.0 0.0 -0.076
C -5.519 1.502 0.850 0.0 0.0 0.0 -0.098
C -5.100 1.096 -0.411 0.0 0.0 0.0 -0.090
C -3.796 0.675 -0.603 0.0 0.0 0.0 -0.026
C 2.217 -1.108 -1.820 0.0 0.0 -0.1 -0.184
C 3.043 -1.357 -2.910 0.0 0.0 0.1 -0.004
C 4.382 -1.638 -2.689 0.0 0.0 0.0 -0.059
C 4.861 -1.664 -1.393 0.0 0.0 0.0 -0.050
C 3.971 -1.402 -0.362 0.0 0.0 0.1 -0.121
N 2.693 -1.129 -0.566 -0.1 0.0 -0.1 0.039
H -0.868 -1.083 -3.276 0.0 0.0 0.0 0.082
H -0.113 0.498 -3.371 0.0 0.0 0.0 0.081
H 0.686 -0.901 -4.119 0.0 0.0 0.0 0.058
H -2.608 1.087 2.536 0.0 0.0 0.0 0.095
H -4.952 1.825 2.893 0.0 0.0 0.0 0.101
H -6.539 1.838 0.998 0.0 0.0 0.0 0.095
H -5.788 1.118 -1.246 0.0 0.0 0.0 0.095
H -3.444 0.369 -1.579 0.0 0.0 0.0 0.106
H 2.650 -1.331 -3.914 0.0 0.0 0.0 0.099
H 5.041 -1.833 -3.526 0.0 0.0 0.0 0.106
H 5.897 -1.878 -1.172 0.0 0.0 0.0 0.103
H 4.292 -1.412 0.673 0.0 0.0 0.0 0.117
I 1.121 -3.105 2.054 0.0 0.1 0.0 -0.018
C 2.173 -0.569 4.735 0.1 0.0 0.0 -0.665
I 0.383 0.345 4.949 -0.1 0.1 0.0 0.763
H 2.873 -0.105 4.060 0.0 0.0 0.0 -0.081
H 2.358 -1.496 5.247 0.0 0.0 0.0 -0.052
S -0.686 3.687 2.670 -0.1 0.2 0.2 -0.166
Sb 0.382 2.587 1.070 -0.1 -0.3 0.2 0.157
S 2.359 1.503 1.591 0.1 -0.1 0.1 -0.032
S 0.059 2.933 -1.106 0.0 0.1 -0.2 -0.121
```
Forces are in eV/Å.